# C11H17Cl2NO2PdSe

A structure of composition C11H17Cl2NO2PdSe (ωB97M-V/def2-TZVPD, the OMol25 dataset).

Calculated values
net charge = -2
energy relative to the best compared isomer or geometry (same formula, charge and spin) = 56.3 kcal/mol
2S+1 = 5
DFT total energy = -4084.1130 a.u.
E_LUMO (alpha / beta) = 0.1764 / 0.1007 Eh
⟨S²⟩ = 6.019
HOMO-LUMO gap (alpha / beta) = 5.78 / 3.37 eV

Geometry as XYZ:
```
35
C11H17Cl2NO2PdSe (ωB97M-V/def2-TZVPD)
C 0.271 -1.085 -1.048
C 1.144 0.030 -1.209
C 0.344 1.196 -1.363
C 2.619 0.012 -1.208
C -1.018 0.803 -1.279
C -1.063 -0.604 -1.101
C -2.275 -1.433 -0.969
C 0.682 -2.494 -0.894
C 0.863 2.572 -1.531
C -2.195 1.697 -1.361
Pd 0.842 0.015 1.952
Cl 1.856 1.879 1.702
Cl 2.626 -1.466 2.048
O -1.085 0.812 1.778
H 2.989 -0.981 -0.954
H 3.004 0.705 -0.448
H 3.012 0.308 -2.191
H 1.714 2.752 -0.864
H 0.083 3.305 -1.304
H 1.194 2.736 -2.567
H -1.898 2.741 -1.222
H -2.931 1.428 -0.595
H -2.679 1.612 -2.344
H -3.149 -0.805 -0.771
H -2.158 -2.135 -0.132
H -2.461 -2.006 -1.890
H 1.660 -2.558 -0.410
H 0.724 -2.994 -1.873
H -0.027 -3.033 -0.257
H -0.986 1.749 2.074
O -1.539 -2.704 1.867
H -1.611 -1.546 2.379
Se 0.444 -0.169 6.902
C 0.506 -0.126 5.120
N 0.499 -0.214 3.964
```


# C11H17Cl3O3Os

A structure of composition C11H17Cl3O3Os (ωB97M-V/def2-TZVPD, the OMol25 dataset).

Calculated values
net charge = -2
energy relative to the best compared isomer or geometry (same formula, charge and spin) = 0.0 kcal/mol
2S+1 = 5
DFT total energy = -2126.2720 a.u.
E_LUMO (alpha / beta) = 0.1746 / 0.1739 Eh
⟨S²⟩ = 6.022
HOMO-LUMO gap (alpha / beta) = 5.02 / 5.92 eV

Geometry as XYZ:
```
35
C11H17Cl3O3Os (ωB97M-V/def2-TZVPD)
C -0.432 0.876 -1.045
C -1.347 -0.255 -0.963
C -0.612 -1.394 -0.682
C -2.805 -0.177 -1.202
C 0.808 -1.016 -0.569
C 0.903 0.338 -1.057
C 2.084 1.163 -1.102
C -0.843 2.268 -1.429
C -1.187 -2.753 -0.543
C 1.913 -1.951 -0.313
Os 0.446 0.516 1.178
Cl -4.218 -1.007 2.142
Cl -1.457 1.585 1.932
Cl -0.165 -1.395 2.233
H -3.205 0.823 -0.962
H -3.351 -0.872 -0.539
H -3.057 -0.386 -2.261
H -2.063 -2.715 0.131
H -0.448 -3.453 -0.143
H -1.518 -3.111 -1.527
H 1.736 -2.577 0.557
H 2.841 -1.419 -0.133
H 2.088 -2.616 -1.170
H 3.012 0.584 -1.105
H 1.929 1.818 -0.157
H 2.010 1.852 -1.967
H -1.853 2.498 -1.087
H -0.812 2.402 -2.513
H -0.179 2.996 -0.975
O 1.125 2.248 0.855
H 1.592 2.622 1.599
O 2.306 1.153 4.254
C 1.785 0.648 3.261
O 2.308 0.207 2.086
H 0.668 0.500 3.215
```


# C11H17ClNO

The ion C11H17ClNO with charge +1 (ωB97M-V/def2-TZVPD, the OMol25 dataset).

Calculated values
net charge = +1
SMILES = C[C@H]1C=CC=C([NH+]2CCCC2)[C@]1(O)Cl
energy relative to the best compared isomer or geometry (same formula, charge and spin) = 0.0 kcal/mol
DFT total energy = -1019.2132 a.u.
E_LUMO = -0.1271 Eh
HOMO-LUMO gap = 9.04 eV

Geometry as XYZ:
```
31
C11H17ClNO (ωB97M-V/def2-TZVPD)
C -2.278 2.211 1.201
C -1.052 1.845 2.088
C -1.617 0.662 2.820
C -1.535 -0.581 2.394
C -0.734 -0.913 1.294
C -0.087 0.049 0.615
N 0.706 -0.152 -0.557
C 0.081 -0.986 -1.664
C 1.256 -1.825 -2.267
C 2.502 -1.210 -1.612
C 2.068 -0.658 -0.299
C 0.156 1.521 1.266
O 0.293 2.456 0.170
Cl 1.801 1.429 2.087
H -2.136 2.863 0.265
H -2.931 2.673 1.907
H -2.861 1.327 0.830
H -0.809 2.667 2.766
H -2.155 0.748 3.836
H -2.200 -1.327 2.790
H -0.590 -2.001 1.189
H 0.687 0.800 -0.967
H -0.370 -0.363 -2.476
H -0.599 -1.681 -1.342
H 1.273 -1.711 -3.379
H 1.048 -2.839 -2.004
H 3.314 -1.824 -1.284
H 3.086 -0.435 -2.279
H 1.944 -1.539 0.435
H 2.718 0.115 0.143
H 0.283 3.340 0.475
```


# C11H17F3NO5

A cluster of 2 separate species, C11H17F3NO5 in total (ωB97M-V/def2-TZVPD, the OMol25 dataset).

Calculated values
net charge = -1
DFT total energy = -1159.9255 a.u.
E_LUMO = 0.0909 Eh
HOMO-LUMO gap = 6.32 eV

Geometry as XYZ:
```
37
C11H17F3NO5 (ωB97M-V/def2-TZVPD)
C 2.633 0.406 3.443
C 3.052 -0.705 2.502
O 3.893 -1.504 2.834
N 2.454 -0.772 1.200
C 0.982 -0.733 1.269
C 3.031 0.207 0.298
C 2.616 1.691 0.291
C 3.005 2.112 -1.163
O 3.555 0.951 -1.816
C 3.029 -0.149 -1.178
O 2.670 -1.132 -1.742
H 1.596 0.712 3.285
H 3.255 1.284 3.230
H 2.809 0.092 4.470
H 0.566 -1.382 0.496
H 0.559 0.264 1.133
H 0.624 -1.112 2.230
H 4.109 0.229 0.523
H 1.545 1.860 0.403
H 3.151 2.281 1.035
H 3.714 2.937 -1.201
H 2.086 2.367 -1.699
C -3.850 -1.881 -2.652
C -4.810 -0.772 -2.235
O -4.832 -0.465 -0.864
C -3.801 0.468 -0.368
O -3.564 1.499 -1.107
C -2.485 -0.308 -0.040
F -2.665 -1.557 0.477
F -1.803 0.375 0.923
F -1.615 -0.445 -1.057
H -3.887 -2.707 -1.940
H -4.129 -2.258 -3.641
H -2.822 -1.531 -2.716
H -5.829 -1.109 -2.461
H -4.636 0.136 -2.822
H -4.207 0.649 0.661
```


# C11H17N2O

A structure of composition C11H17N2O (ωB97M-V/def2-TZVPD, the OMol25 dataset).

Calculated values
net charge = +1
energy relative to the best compared isomer or geometry (same formula, charge and spin) = 96.3 kcal/mol
DFT total energy = -613.7346 a.u.
E_LUMO = -0.1179 Eh
HOMO-LUMO gap = 9.24 eV

Geometry as XYZ:
```
31
C11H17N2O (ωB97M-V/def2-TZVPD)
C -1.478 1.540 1.590
C -1.928 0.605 0.561
C -0.258 1.546 2.010
C 0.955 -1.818 2.100
C -1.122 -0.297 -0.025
C 0.992 -0.410 2.728
C 0.299 -0.637 0.320
C 1.495 -1.174 -1.932
C 1.264 1.232 -1.333
C -2.875 -0.905 -1.596
C 1.454 -0.151 -0.696
N 0.594 -1.830 0.878
N 0.767 0.538 1.662
O -1.538 -1.000 -1.152
H -2.100 2.302 2.089
H -2.909 0.726 0.165
H 0.060 2.217 2.772
H 1.380 -2.662 2.679
H 0.352 -0.248 3.540
H 1.952 -0.295 3.128
H 1.275 -2.296 -1.711
H 2.448 -0.982 -2.420
H 0.741 -0.804 -2.599
H 1.837 1.390 -2.153
H 1.499 2.017 -0.605
H 0.171 1.472 -1.608
H -3.249 0.100 -1.724
H -3.538 -1.268 -0.789
H -2.824 -1.432 -2.456
H 2.521 -0.184 -0.082
H 1.623 1.051 1.371
```


# C11H17N2O2OsS2

A structure of composition C11H17N2O2OsS2 (ωB97M-V/def2-TZVPD, the OMol25 dataset).

Calculated values
net charge = +1
DFT total energy = -1576.0350 a.u.
E_LUMO (alpha / beta) = -0.1915 / -0.1962 Eh
HOMO-LUMO gap (alpha / beta) = 5.06 / 4.91 eV

Geometry as XYZ:
```
35
C11H17N2O2OsS2 (ωB97M-V/def2-TZVPD)
Os 1.066 -1.221 0.286
C -0.200 -3.734 4.105
C 0.076 -3.241 2.723
S 0.900 -1.741 2.658
C -0.333 -3.934 1.598
C -1.071 -5.230 1.675
S -0.067 -3.371 0.000
H 0.206 -3.038 4.836
H 0.254 -4.709 4.271
H -1.273 -3.816 4.270
H -1.247 -5.543 2.697
H -0.511 -6.008 1.157
H -2.027 -5.138 1.160
N 0.389 0.448 -0.462
C -0.052 1.453 -0.870
N -0.536 2.547 -1.330
C -0.467 3.780 -0.545
C -1.667 4.674 -0.890
O -1.769 4.859 -2.278
C -2.037 3.644 -2.926
C -0.867 2.664 -2.751
H 0.463 4.313 -0.780
H -0.470 3.524 0.515
H -1.532 5.664 -0.449
H -2.592 4.227 -0.496
H -2.173 3.873 -3.984
H -2.962 3.197 -2.532
H 0.005 3.039 -3.299
H -1.131 1.677 -3.133
C 3.704 -0.087 -1.098
C 2.944 -1.128 -0.354
O 3.318 -2.189 0.067
H 4.720 -0.425 -1.301
H 3.736 0.829 -0.508
H 3.200 0.143 -2.035
```


# C11H17N4

A cluster of 2 separate species, C11H17N4 in total (ωB97M-V/def2-TZVPD, the OMol25 dataset).

Calculated values
net charge = +1
energy relative to the best compared isomer or geometry (same formula, charge and spin) = 12.5 kcal/mol
DFT total energy = -648.1735 a.u.
E_LUMO = -0.0995 Eh
HOMO-LUMO gap = 8.10 eV

Geometry as XYZ:
```
32
C11H17N4 (ωB97M-V/def2-TZVPD)
C 2.441 -1.276 -1.016
C 0.381 -2.006 -2.055
N -0.173 -0.860 -1.707
N 1.645 -2.238 -1.758
N -0.319 -2.835 -2.833
H 0.167 -0.251 -0.978
H -0.945 -0.428 -2.190
H 2.069 -3.140 -1.893
H -0.119 -3.807 -3.004
H -1.283 -2.628 -3.042
H 2.420 -0.268 -1.444
H 3.487 -1.518 -1.223
H 2.324 -1.286 0.062
C -2.457 -0.721 2.263
C -0.889 0.974 1.039
C -1.184 0.011 2.061
C 0.445 1.387 1.208
C -0.058 -0.087 2.850
C -1.615 1.340 -0.134
C -0.923 2.222 -0.927
C 0.389 2.740 -0.746
C 1.069 2.359 0.401
N 0.906 0.777 2.352
H -2.628 0.981 -0.242
H -1.498 2.718 -1.706
H 0.744 3.546 -1.370
H -2.229 -1.649 2.795
H -3.081 -1.094 1.445
H 0.304 -0.713 3.651
H 1.760 0.991 2.828
H 1.816 3.040 0.781
H -3.216 -0.163 2.813
```


# C11H17NOS

A cluster of 2 separate species, C11H17NOS in total (ωB97M-V/def2-TZVPD, the OMol25 dataset).

Calculated values
net charge = 0
energy relative to the best compared isomer or geometry (same formula, charge and spin) = 222.7 kcal/mol
DFT total energy = -957.1742 a.u.
E_LUMO (alpha / beta) = -0.0213 / -0.0202 Eh
HOMO-LUMO gap (alpha / beta) = 6.55 / 6.89 eV

Geometry as XYZ:
```
31
C11H17NOS (ωB97M-V/def2-TZVPD)
C -3.466 2.407 1.957
C -2.925 1.271 1.584
C 3.223 -1.572 -3.548
C 1.923 -0.768 -1.756
C 0.837 -0.569 -0.868
C 1.981 -1.462 -3.017
C 0.812 -0.170 0.394
C -4.465 1.377 1.893
C 0.658 -1.958 -3.498
C 1.276 1.521 2.321
C 1.731 0.896 1.031
N -1.431 -0.456 2.465
O -2.091 -0.481 -0.125
S -1.534 0.322 1.004
H -3.222 3.409 2.212
H 3.381 -2.061 -4.471
H 4.085 -1.314 -2.801
H 2.911 -0.432 -1.501
H -0.127 -1.012 -1.248
H -4.798 0.901 2.763
H -5.311 1.474 1.268
H -0.059 -1.413 -3.006
H 0.606 -2.954 -3.172
H 0.695 -1.777 -4.561
H 1.242 0.739 3.030
H 0.293 1.814 2.106
H 1.915 2.281 2.662
H 2.618 0.398 1.333
H 2.136 1.482 0.203
H -2.279 -1.018 2.677
H -0.613 -0.875 2.670
```